Entry 1:
Here is 2 unconnected molecules or ions with the total composition C3H12N3O at a distorted geometry from OMol25. Energies are from ωB97M-V/def2-TZVPD.

Calculated values
total charge: -1
multiplicity: 1
frontier orbital gap: 0.2755 hartree

Positions of all 19 atoms, in Å:
N1 0.22 0.11 -3.06
C1 0.50 1.09 -1.99
O1 0.88 0.48 -0.84
H1 0.42 0.46 -4.02
H2 0.84 -0.68 -2.90
H3 1.27 1.77 -2.36
H4 -0.43 1.72 -1.85
C2 -0.22 -1.14 1.29
C3 -0.37 0.26 1.83
N2 0.96 0.89 1.81
N3 -1.56 -1.75 1.18
H5 0.32 -1.06 0.34
H6 0.40 -1.77 1.99
H7 -1.10 0.78 1.21
H8 -0.75 0.23 2.87
H9 0.97 1.80 2.27
H10 1.18 0.97 0.80
H11 -2.05 -1.41 0.38
H12 -1.48 -2.75 1.04

Entry 2:
Here is a gas-phase ion, C6H15BN3 (charge +1) at a distorted geometry from OMol25. Energies are from ωB97M-V/def2-TZVPD.

Calculated values
total charge: +1
multiplicity: 1
frontier orbital gap: 0.3305 hartree
structure (SMILES): CNB[C@@H]1N(C)C=C[N@H+]1C

Positions of all 25 atoms, in Å:
B1 0.54 -1.21 -0.76
C1 1.55 1.66 -0.05
C2 1.44 1.33 1.22
C3 -0.06 0.09 -0.08
C4 0.26 1.60 -2.10
C5 -1.57 -2.43 -0.34
C6 -0.61 0.57 2.35
N1 0.47 1.19 -0.75
N2 -0.31 -2.30 -0.95
N3 0.43 0.27 1.41
H1 1.64 -1.20 -1.22
H2 2.20 2.33 -0.60
H3 2.05 1.78 1.96
H4 -1.11 0.06 -0.09
H5 0.59 1.00 -2.88
H6 -0.79 1.66 -2.32
H7 0.64 2.71 -2.24
H8 -2.20 -1.45 -0.28
H9 -2.20 -3.23 -0.81
H10 -1.43 -2.96 0.62
H11 -1.03 1.53 2.16
H12 -1.38 -0.14 2.28
H13 0.04 0.72 3.32
H14 -0.04 -3.06 -1.55
H15 0.87 -0.53 1.71

Entry 3:
Here is C15H17NO2 in the gas phase at a distorted geometry from OMol25. Energies are from ωB97M-V/def2-TZVPD.

Calculated values
total charge: 0
multiplicity: 1
frontier orbital gap: 0.3539 hartree
structure (SMILES): C#C[C@]1(NC(=O)O)CC[C@H](c2ccccc2)CC1

Positions of all 35 atoms, in Å:
O1 -5.52 1.25 1.94
C1 -0.58 2.10 3.40
C2 -1.21 1.36 2.65
O2 -4.59 -0.11 0.39
C3 -4.55 0.73 1.43
C4 3.19 -2.92 -1.90
C5 1.97 -2.62 -2.61
C6 3.28 -2.53 -0.55
C7 0.90 -1.97 -2.00
C8 2.16 -1.99 0.07
C9 0.98 -1.69 -0.65
N1 -3.38 1.05 2.04
C10 -0.54 -1.48 1.40
C11 -0.27 0.41 -0.17
C12 -1.91 -0.93 1.87
C13 -1.61 1.01 0.25
C14 -0.30 -1.10 -0.06
C15 -2.05 0.61 1.68
H1 0.04 2.71 4.02
H2 -5.53 -0.10 0.14
H3 4.05 -3.42 -2.35
H4 1.84 -2.90 -3.64
H5 4.18 -2.75 0.04
H6 0.06 -1.68 -2.58
H7 2.27 -1.70 1.14
H8 -3.49 1.79 2.73
H9 -0.48 -2.56 1.47
H10 0.23 -1.06 2.06
H11 -0.07 0.71 -1.21
H12 0.53 0.79 0.44
H13 -2.00 -1.22 2.89
H14 -2.65 -1.42 1.21
H15 -2.33 0.76 -0.50
H16 -1.54 2.12 0.27
H17 -1.17 -1.49 -0.60

Entry 4:
Here is a molecular structure, C6H10Br3N at a distorted geometry from OMol25. Energies are from ωB97M-V/def2-TZVPD.

Calculated values
total charge: 0
multiplicity: 1
frontier orbital gap: 0.3308 hartree

Positions of all 20 atoms, in Å:
C1 1.82 0.21 0.08
C2 1.07 -0.53 1.18
C3 1.20 -0.03 -1.20
C4 -0.41 -0.16 1.28
C5 -0.31 0.47 -1.23
C6 -1.13 -0.21 -0.19
N1 -2.53 0.27 -0.27
Br1 -1.31 -2.09 -0.67
Br2 -3.68 -0.70 0.73
Br3 -2.66 2.03 -0.09
H1 1.79 1.31 0.27
H2 2.91 -0.04 0.21
H3 1.18 -1.65 1.09
H4 1.33 -0.13 2.18
H5 1.74 0.39 -2.05
H6 1.12 -1.05 -1.41
H7 -0.71 -0.81 2.06
H8 -0.49 0.99 1.64
H9 -0.24 1.55 -1.31
H10 -0.68 0.19 -2.30

The ΔE to the lowest compared entry with this formula, charge and spin results, record by record, are as follows: 7.5 37.4 52.4 0.0 kcal per mole.